# 1
Below is 8 unconnected molecules or ions with the total composition C67H59F7O2, with properties calculated with ωB97M-V with the def2-TZVPD basis set.

```
135
Properties=species:S:1:pos:R:3:forces:R:3
F 5.774130 -5.981697 9.173780 -0.01 -0.01 0.01
F -1.493839 -3.271128 -5.594838 0.00 0.00 0.02
F -5.839406 4.204274 -1.489073 -0.13 0.02 0.15
F 3.186172 -2.923377 9.304128 -0.18 0.09 0.08
F -7.213732 -6.418263 -3.783794 -0.02 0.00 -0.01
F -0.732051 3.325165 -5.073495 -0.14 0.02 0.09
F 1.980768 1.383051 -6.412385 0.26 -0.06 0.02
O -2.035062 1.249420 1.849373 0.08 -0.33 0.03
O 1.215214 4.379338 0.123247 0.29 -0.07 -0.05
C 0.606324 0.164960 7.804163 -0.11 0.10 0.22
C 2.779296 1.214142 6.464867 0.36 -0.12 0.31
C -4.817581 -7.813675 -1.472670 0.03 0.09 -0.01
C -0.560895 -0.850376 -8.769656 -0.02 -0.01 -0.01
C 2.942966 0.683626 7.739882 -0.19 0.13 -0.27
C 1.731712 4.572182 -8.063159 0.11 -0.06 -0.06
C 1.848702 0.168923 8.415544 0.43 0.10 0.17
C -1.529546 -2.884139 -7.915722 -0.06 -0.11 -0.04
C 1.373522 1.793317 4.467506 0.10 -0.10 0.55
C 2.419256 2.438040 -2.012888 0.23 0.11 -0.22
C -3.927330 -6.754506 -1.358188 -0.01 -0.02 0.01
C -3.497758 -2.232088 -1.556084 -0.03 -0.19 -0.28
C -0.521596 1.362811 0.015268 0.24 -0.06 -0.17
C -1.212859 -2.057840 -8.984922 0.05 0.06 0.06
C 1.124668 2.789256 1.893600 0.06 0.25 -0.33
C 2.180388 2.356887 -7.329520 -0.06 0.17 -0.04
C 0.955114 3.254246 0.486172 -0.30 -0.11 0.08
C -3.215138 1.105257 -3.676399 -0.10 0.06 -0.09
C 2.166745 3.231086 2.690132 -0.21 -0.07 0.14
C -5.934192 -7.704077 -2.289407 -0.07 -0.11 0.00
C -0.311905 -0.895218 -1.129435 0.22 0.02 -0.34
C -2.901761 3.803484 -4.281781 0.02 0.13 -0.02
C 3.126580 3.111991 -9.373274 -0.07 0.09 0.05
C -0.912084 1.467499 1.455499 0.02 0.15 0.04
C 3.276933 1.633651 -1.013495 0.01 0.29 0.29
C 2.290168 2.724546 3.977487 0.03 0.13 -0.47
C -1.897316 2.892531 -4.533786 -0.07 -0.11 0.13
C -0.017930 -5.359337 8.524398 -0.01 -0.03 0.00
C -4.499642 7.422865 -0.553254 -0.09 0.00 0.03
C 7.866889 -5.376709 8.288223 0.05 -0.12 0.02
C 0.984531 -5.785549 9.385667 -0.05 0.07 -0.07
C 2.509631 4.343289 -9.191349 0.01 0.01 -0.01
C -1.188384 -2.476113 -6.642128 0.02 0.07 -0.10
C -5.577883 7.956711 0.139188 0.00 0.03 0.01
C 0.306366 1.394191 3.664836 -0.08 0.18 -0.13
C 0.904093 2.241756 -1.862392 -0.15 -0.06 -0.08
C 6.570809 -5.040436 8.623392 0.11 0.12 -0.07
C 0.187986 1.888633 2.376805 0.06 -0.14 0.18
C -6.842209 5.949427 -0.270873 -0.12 -0.06 0.01
C -2.343473 -2.164437 -1.878654 0.00 0.53 0.25
C 2.073692 -4.967703 9.651010 0.11 -0.05 0.10
C 1.146619 -3.279473 8.186856 0.04 0.08 0.02
C -5.258931 -5.463792 -2.891627 -0.02 0.13 -0.05
C -1.196628 0.311014 -0.824608 -0.43 0.08 0.33
C -0.544261 -1.279708 -6.404118 0.05 0.05 0.11
C 8.192005 -3.123898 7.503742 0.01 0.03 -0.01
C -2.029402 1.550968 -4.244319 0.05 -0.05 -0.04
C 2.127659 -3.729379 9.046095 -0.15 -0.13 -0.03
C 0.397315 2.222782 -0.449608 0.14 0.00 0.00
C -5.755155 5.440875 -0.951471 0.04 0.13 0.07
C 1.561802 3.570586 -7.118590 0.00 0.12 0.05
C 0.065766 -4.109149 7.926061 0.03 -0.06 0.04
C -4.150048 -5.580265 -2.065809 -0.01 -0.19 0.02
C 2.967538 2.103034 -8.433022 0.03 -0.17 -0.03
C -6.745354 7.218837 0.280545 0.09 0.01 -0.03
C 6.060089 -3.775255 8.416477 -0.07 0.01 0.01
C -0.226527 -0.461833 -7.479120 -0.23 -0.25 -0.16
C 0.446962 0.694007 6.535335 0.08 -0.03 -0.05
C 2.821104 2.118510 -3.462393 0.26 -0.15 0.67
C -6.132308 -6.528748 -2.985446 0.12 -0.01 0.09
C 1.536433 1.234375 5.845559 -0.21 -0.01 -0.29
C 6.885073 -2.811498 7.854401 0.10 -0.08 -0.01
C 8.679224 -4.405787 7.719727 -0.06 0.06 0.01
C -4.581559 6.151595 -1.103094 0.11 -0.04 -0.08
C -0.937431 -1.851926 -2.160674 -0.25 -0.42 0.37
C -4.086582 3.346752 -3.719731 0.20 -0.12 -0.17
C -4.243182 2.000852 -3.415893 -0.02 0.00 0.02
H 3.121313 3.067689 4.576461 -0.07 -0.04 0.16
H 2.627375 3.494221 -1.839125 -0.10 0.02 0.02
H -3.460602 -4.753931 -1.977577 0.01 0.01 -0.03
H -7.585235 7.631298 0.823341 -0.01 -0.01 -0.01
H -0.863455 -6.002213 8.319229 0.00 0.00 0.00
H 0.920098 -6.758549 9.853750 0.02 -0.01 0.00
H -0.313042 -0.210817 -9.606592 -0.01 0.00 0.00
H -2.753473 4.849043 -4.519047 0.01 -0.02 -0.03
H -3.589347 7.996351 -0.665493 0.01 -0.02 0.00
H -5.507534 8.946772 0.569212 0.00 0.00 0.00
H 0.649311 -0.590499 -1.550144 0.02 0.08 0.08
H 3.436097 1.135186 -8.552721 -0.02 0.00 0.01
H 8.829830 -2.369307 7.062852 0.00 -0.01 0.00
H 3.830605 2.317021 -0.364819 0.00 -0.07 0.04
H 0.276692 0.470379 -7.306967 0.01 0.12 0.03
H 0.399053 3.034584 -2.423754 0.02 0.04 0.03
H 2.638910 5.126333 -9.926534 0.00 -0.01 0.00
H 9.695856 -4.653204 7.444625 0.00 -0.01 0.01
H 1.993476 -0.220217 9.415381 -0.16 -0.10 -0.02
H -0.294061 -0.999044 -5.389179 0.04 -0.03 -0.02
H 5.039627 -3.554240 8.690327 0.09 -0.03 -0.01
H -7.743897 5.359153 -0.178434 0.02 -0.02 0.00
H -0.383542 -2.793332 -2.143905 0.13 0.09 -0.26
H -2.031208 -3.831390 -8.060866 -0.01 0.01 0.03
H 2.870559 -5.280884 10.312470 0.01 0.02 -0.01
H -3.750523 5.711428 -1.638491 -0.01 -0.03 0.01
H 2.689068 0.997133 -0.347436 -0.06 -0.08 -0.11
H -0.532869 0.682872 6.078291 -0.03 0.07 0.04
H -4.537646 -2.351561 -1.365332 0.02 0.00 0.12
H 3.928014 0.679814 8.187162 -0.02 -0.02 0.07
H 2.027811 2.375710 -4.159725 0.13 0.04 -0.14
H 3.058729 1.053725 -3.524163 -0.30 -0.07 -0.28
H 0.967428 3.712967 -6.228685 0.04 0.04 -0.09
H -1.477874 -2.359741 -9.989514 0.00 -0.02 0.00
H -5.447413 -4.561672 -3.459071 -0.01 -0.01 -0.01
H -3.333110 0.056020 -3.436036 0.00 -0.01 0.00
H 0.619458 1.305158 -2.345895 -0.04 0.02 -0.02
H -0.712329 -3.777056 7.251296 0.00 0.02 0.01
H -0.879958 -1.428938 -3.165416 0.08 -0.02 -0.01
H -5.166890 1.652677 -2.973588 0.01 0.01 0.01
H -0.235818 -0.242616 8.349897 -0.09 0.03 -0.13
H 3.750852 2.633002 -3.710132 -0.11 0.12 -0.18
H -2.059651 -0.051926 -0.264667 -0.06 0.08 -0.01
H -0.433659 0.693326 4.024058 0.01 -0.04 -0.03
H 8.227844 -6.379854 8.471569 -0.03 0.00 0.00
H -0.070567 -1.431851 -0.209820 -0.16 -0.03 0.04
H -4.884508 4.042592 -3.523957 -0.05 0.04 -0.01
H -4.644051 -8.730137 -0.924384 -0.02 -0.01 0.00
H 1.231215 -2.291615 7.758203 0.02 -0.08 -0.10
H -1.615903 0.756943 -1.730929 0.28 -0.07 0.00
H -3.060261 -6.843543 -0.717195 0.00 0.00 0.00
H -1.216075 0.872871 -4.462868 0.03 0.02 -0.02
H 4.023324 1.009579 -1.504462 -0.08 -0.05 -0.10
H -6.644324 -8.513921 -2.389178 0.00 0.01 -0.02
H 2.856033 3.961019 2.286665 0.05 0.00 0.08
H 1.260386 5.534411 -7.914068 -0.02 -0.01 0.00
H 6.503276 -1.812390 7.689893 -0.02 -0.01 -0.01
H 3.731367 2.932952 -10.252140 0.02 -0.01 0.01
H 3.665917 1.588856 5.970808 -0.09 0.02 -0.16
```
Positions in Å, forces in eV/Å.

Results
SMILES string	C#CCCCC1=C(CC(C)C)C(=O)c2ccc(-c3ccccc3)cc2C1=O.Fc1ccccc1.Fc1ccccc1.Fc1ccccc1.Fc1ccccc1.Fc1ccccc1.Fc1ccccc1.Fc1ccccc1
energy relative to the best compared isomer or geometry (same formula, charge and spin)	0.000	eV
LUMO level	-0.6	eV
multiplicity	1
HOMO energy	-8.8	eV
HOMO-LUMO gap	8.19	eV
total energy	-93551.7707	eV

Results of the Mulliken charge analysis, in e, for atoms 1 through 4: F -0.288; F -0.268; F -0.267; F -0.361

***

# 2
Below is a molecular structure, CH6N3 in a non-equilibrium geometry, with properties calculated with ωB97M-V with the def2-TZVPD basis set.

```
10
Properties=species:S:1:pos:R:3:forces:R:3
N -0.642843 -0.138839 0.060371 -1.02 -1.59 -1.09
N 0.633186 1.772183 1.001054 1.49 0.28 -2.44
N -0.690326 -2.160422 -1.295644 -0.28 -0.51 -0.59
C -0.700526 -1.090655 -0.591181 0.75 0.88 0.53
H 1.366263 1.343359 1.519549 0.65 -0.15 0.93
H -0.044220 0.747824 0.502172 0.37 1.40 0.44
H -0.784350 -3.050644 -0.893895 -0.42 -1.12 1.20
H 1.104769 2.461573 0.380308 -0.28 -1.02 -0.04
H -0.350219 -2.266162 -2.223474 0.23 0.87 -0.90
H 0.108267 2.381785 1.540740 -1.49 0.97 1.94
```
Positions in Å, forces in eV/Å.

Results
energy relative to the best compared isomer or geometry (same formula, charge and spin)	1.483	eV
LUMO level	-3.2	eV
net charge	+1
multiplicity	1
HOMO energy	-15.8	eV
HOMO-LUMO gap	12.59	eV
total energy	-5597.4617	eV

Results of the natural (NBO) charge analysis, in e, for atoms 1 through 4: N -0.461; N -0.970; N -0.801; C 0.683

***

Which value of total energy does entry 1 give? -93551.7707 eV